C3H4N2O3 in the gas phase. Source: the OMol25 dataset; level of theory: ωB97M-V/def2-TZVPD.

Results
**Energy relative to the best compared isomer or geometry (same formula, charge and spin)**: 69.7 kcal per mole
**Electronic energy**: -12295.97307 eV
**Kohn-Sham gap**: 0.2807 hartree

Structure (XYZ):
```
12
C3H4N2O3 | the OMol25 dataset | ωB97M-V/def2-TZVPD
C 1.88 0.75 0.11
C -1.97 -1.45 -0.36
C 0.41 0.54 0.13
O -2.21 -0.79 0.64
N -1.17 -0.25 -1.49
N -0.24 0.31 -0.99
O -2.04 -2.53 -0.81
O -0.26 0.79 1.24
H -1.15 0.23 1.18
H 2.32 0.25 0.98
H 2.31 0.35 -0.80
H 2.11 1.81 0.18
```